# 1
Formula: C15H42O6
Source: the Open Molecules 2025 dataset
Level of theory: wB97M-V/def2-TZVPD

```
63
Properties=species:S:1:pos:R:3:forces:R:3
C -4.258584 -1.929677 2.585223 -0.565 0.449 0.067
C -5.447461 -1.202321 1.962113 0.165 -0.071 -0.114
O -4.983603 -0.417337 0.803735 -1.162 -0.354 1.560
H -3.616423 -1.091128 2.854629 0.622 -0.365 0.089
H -3.754752 -2.655652 1.947101 -0.051 0.256 -0.142
H -4.543653 -2.424253 3.513778 -0.091 -0.040 0.002
H -5.917764 -0.625462 2.758453 0.325 0.848 -0.162
H -6.308358 -1.805213 1.673185 0.500 -0.361 -0.744
H -4.572973 0.396889 1.103745 -0.025 -0.038 0.151
C -2.251279 -2.192587 -2.304726 -0.145 -1.366 0.058
C -2.948820 -2.244231 -0.938961 0.398 1.488 -1.742
O -4.296429 -1.869581 -1.207911 0.578 -0.934 0.232
H -2.883351 -2.700782 -3.032950 -0.189 0.106 -0.081
H -1.346766 -2.800683 -2.291559 0.395 0.354 0.012
H -2.073300 -1.178206 -2.661719 0.057 -0.064 0.237
H -2.450062 -1.439663 -0.398577 -0.104 -0.036 0.719
H -2.810570 -3.185506 -0.406992 -0.240 -0.232 -0.108
H -4.565714 -1.410177 -0.409133 -0.495 0.358 -0.016
C 3.911818 1.444567 1.510191 -1.175 0.255 0.846
C 2.841581 1.904227 2.623204 3.344 -1.359 0.343
O 2.092992 2.995360 2.263840 -0.946 0.229 -0.689
H 3.792487 0.377909 1.320176 -0.132 0.007 -0.231
H 4.962146 1.573045 1.771741 -0.124 0.387 0.212
H 3.678860 2.011470 0.608834 0.213 -0.165 -0.017
H 3.406541 2.206492 3.504994 -0.009 -0.017 0.123
H 2.303106 1.001733 2.912398 -0.636 0.177 -0.077
H 1.601168 2.656038 1.512469 -0.483 0.376 -0.323
C -0.387781 -1.282003 2.168483 -0.068 1.571 1.125
C 0.884449 -1.115523 1.347821 -0.352 -0.442 -2.295
C 0.976123 -2.258747 0.288274 -0.869 1.090 0.000
O 0.856203 0.152446 0.599060 0.316 -0.667 0.935
H -0.563540 -2.189000 2.746886 0.580 -0.109 -0.136
H -1.341557 -1.048581 1.695278 0.250 -0.385 -1.063
H -0.362943 -0.426509 2.843473 0.081 -0.129 0.731
H 1.816460 -0.985622 1.897902 -0.315 -0.433 0.498
H 0.699326 -3.256037 0.630174 0.738 -0.060 0.369
H 1.857554 -2.181292 -0.348261 0.151 -0.352 0.331
H 0.135443 -2.030916 -0.367056 -0.109 0.091 -0.337
H -0.000146 0.247036 0.175599 -0.479 0.011 -0.086
C 3.335142 0.800009 -1.754207 -0.478 0.389 0.841
C 4.749229 0.195635 -1.911908 -2.826 1.689 0.215
C 4.618209 -1.200586 -2.246412 0.689 -2.203 -0.206
O 5.300791 0.870834 -3.006903 0.962 0.785 -0.019
H 3.309247 1.870043 -1.548163 0.685 0.296 0.641
H 2.794207 0.322440 -0.937257 -0.172 0.056 -0.119
H 2.692755 0.854990 -2.633079 0.250 -1.146 -0.537
H 5.259944 0.262142 -0.951263 0.484 0.642 -0.028
H 5.605810 -1.635643 -2.093200 -0.002 -0.526 -0.314
H 4.333598 -1.297846 -3.294090 -0.207 -0.256 0.140
H 3.931088 -1.696380 -1.560744 -0.060 -0.168 -0.189
H 4.765604 1.667637 -2.990297 0.616 0.435 -0.655
C -1.028271 3.368611 -0.218095 -0.653 2.073 -0.156
C -1.695467 2.346192 -1.095852 0.893 0.173 1.032
C -0.798178 1.980636 -2.217244 0.945 -0.200 -0.879
O -1.849570 1.232382 -0.245493 -0.983 -1.347 0.006
H -0.794937 4.222824 -0.853673 0.753 0.123 0.088
H -0.207479 3.035645 0.417156 0.133 -0.259 -0.613
H -1.737721 3.835600 0.465076 -0.335 -0.283 0.286
H -2.653924 2.733536 -1.441409 -0.159 -0.138 -0.154
H -0.588788 2.887561 -2.784474 -0.161 -0.130 -0.351
H -1.120892 1.167584 -2.867553 -0.466 0.223 -0.025
H 0.180063 1.656772 -1.861930 0.081 -0.011 0.406
H -2.530891 1.498865 0.376099 0.062 -0.289 0.310
```
Positions in Å, forces in eV/Å.

## Properties
HOMO level: -9.74 eV
2S+1: 1
Gap between HOMO and LUMO: 9.804 eV
F_max: 0.07052 hartree/bohr
Relative energy (zero: lowest compared OMol25 entry of this formula, charge and spin): 76.8 kcal/mol
Electronic energy: -1048.02942 Ha
SMILES: CC(C)O.CC(C)O.CC(C)O.CCO.CCO.CCO

Here are the Mulliken charges for atoms 1 to 5, given in e:
1 C -0.693
2 C -0.456
3 O -0.583
4 H 0.185
5 H 0.140

# 2
Formula: C2HCl3FN
Source: the Open Molecules 2025 dataset
Level of theory: wB97M-V/def2-TZVPD

```
8
Properties=species:S:1:pos:R:3:forces:R:3
C -0.090111 -0.320284 1.982465 3.840 -1.873 5.336
C -0.037799 0.406952 -1.848105 -1.086 0.976 0.266
N -0.758329 0.001070 1.082758 -4.106 1.885 -5.174
F -0.450247 -0.253161 3.249645 -0.437 0.143 0.591
Cl 1.487712 -0.942716 1.855149 0.624 -0.231 -0.342
Cl -0.998533 1.225465 -2.981971 -0.606 0.412 0.267
Cl 1.140525 -0.475558 -2.548311 1.742 -1.381 -0.287
H -0.293217 0.358231 -0.791630 0.029 0.070 -0.656
```
Positions in Å, forces in eV/Å.

## Properties
HOMO level (alpha / beta): -11.09 / -7.83 eV
2S+1: 1
Gap between HOMO and LUMO (alpha / beta): 11.219 / 5.009 eV
F_max: 0.13358 hartree/bohr
Relative energy (zero: lowest compared OMol25 entry of this formula, charge and spin): 81.2 kcal/mol
Electronic energy: -1611.84981 Ha

Here are the Mulliken charges for atoms 1 to 5, given in e:
1 C 0.516
2 C 0.057
3 N -0.316
4 F -0.182
5 Cl -0.082

# 3
Formula: C25H61Cu2N4O11
Source: the Open Molecules 2025 dataset
Level of theory: wB97M-V/def2-TZVPD

```
103
Properties=species:S:1:pos:R:3:forces:R:3
Cu -2.434645 -1.532136 -2.424588 1.172 -0.611 0.425
Cu -1.733069 2.899483 -0.177596 -0.199 -0.271 -0.751
O 0.247671 -0.915037 0.382104 -0.894 1.337 0.392
C -0.894335 -0.250270 0.096980 -1.940 -0.741 -1.770
O -1.880681 -0.821689 -0.387333 0.772 0.048 0.406
O -0.860021 1.018515 0.295099 0.309 2.665 0.514
H 0.816690 -0.150410 0.603422 0.807 -0.585 -0.058
C 3.557406 1.076636 1.110424 0.063 0.299 0.246
O 2.717892 0.610362 0.056025 0.292 0.284 -0.021
C 3.487238 0.534968 -1.146081 -0.097 0.080 -0.801
C 2.738005 -0.141931 -2.294145 -1.453 0.001 0.834
N 2.163210 -1.457707 -1.987361 1.032 -0.693 0.444
C 3.175909 -2.461388 -1.624653 -0.222 -0.796 -0.076
C 2.550026 -3.829575 -1.357901 0.368 0.364 1.146
O 1.684983 -3.846071 -0.216561 -0.956 0.210 -0.039
C 2.261517 -3.427359 1.014827 0.085 -0.624 -0.628
H 4.171880 1.962496 0.913372 -0.234 0.049 -0.797
H 4.287418 0.313312 1.384210 -0.295 -0.199 0.392
H 2.906337 1.421647 1.913946 0.083 -0.561 0.228
H 4.428053 0.018290 -0.942390 0.072 0.108 0.004
H 3.678943 1.558679 -1.485008 0.423 0.009 0.116
H 3.348481 -0.104965 -3.195291 0.070 -0.345 0.029
H 1.806921 0.399379 -2.503206 0.369 0.665 -0.155
H 1.701437 -1.353683 -1.086074 -0.597 0.198 -0.411
H 3.668864 -2.166081 -0.694395 0.586 0.032 -0.305
H 3.892626 -2.650731 -2.426384 0.141 0.461 0.020
H 3.349790 -4.536292 -1.120961 0.169 -0.102 -0.475
H 1.979136 -4.150767 -2.227642 -0.126 -0.183 0.144
H 2.527217 -2.373602 0.921895 0.341 0.018 0.511
H 3.089444 -4.091753 1.278044 0.479 0.398 -0.170
H 1.571942 -3.574247 1.845495 -0.508 0.141 -0.390
C 1.259949 3.244825 -1.587319 0.514 -0.408 0.411
O 0.161155 3.941810 -0.976080 -1.386 -1.177 0.376
C -0.326330 4.968081 -1.818683 0.901 1.520 -0.168
C -1.290413 5.818519 -1.056361 -0.993 -0.057 0.638
N -2.533631 5.062991 -0.695722 1.726 -0.562 -0.056
C -3.399396 4.768478 -1.862796 0.534 -0.704 1.349
C -4.365239 3.726804 -1.300813 -1.611 1.143 -0.552
O -3.755405 2.572718 -0.750516 2.226 -0.187 0.354
C -4.700662 1.650387 -0.168907 -0.945 0.052 -0.394
H 1.412774 2.332705 -1.012083 -0.044 0.019 -0.065
H 2.156543 3.861319 -1.506585 -0.072 0.116 -0.026
H 1.086402 3.010012 -2.637914 -0.267 0.045 0.032
H -0.688845 4.588948 -2.776286 -0.028 -0.126 0.065
H 0.525419 5.631061 -2.007534 -0.022 -0.078 -0.420
H -1.596086 6.736980 -1.562785 0.288 -0.109 -0.428
H -0.840697 6.143000 -0.117116 0.139 -0.109 -0.027
H -3.049650 5.698710 -0.092252 -0.089 -0.554 0.528
H -2.743152 4.432813 -2.663035 -0.383 -0.196 -0.208
H -3.883914 5.708415 -2.128852 -0.401 -0.330 -0.386
H -5.120476 3.443125 -2.037402 0.184 -0.233 -0.113
H -4.923039 4.226920 -0.501680 -0.042 -0.019 0.068
H -5.235052 2.098822 0.669634 0.178 0.181 0.022
H -4.246924 0.713805 0.142204 0.506 0.209 -0.210
H -5.420160 1.468895 -0.968792 -0.114 -0.305 0.182
C 1.270440 4.512799 5.491755 0.903 0.557 0.110
O 0.607185 3.376351 4.952452 -0.727 -0.375 -0.179
C 1.421277 2.535592 4.185767 0.780 0.420 0.088
C 0.625923 1.333610 3.710879 2.217 -0.108 -0.303
N 0.087105 0.552707 4.791452 -3.241 1.891 -2.372
C -0.627211 -0.656937 4.435934 1.496 -1.682 0.964
C -1.036800 -1.471254 5.665042 -0.691 0.072 -0.039
O -2.013528 -0.773349 6.388337 0.436 0.395 -0.624
C -2.197746 -1.199888 7.710584 -0.171 -0.133 1.878
H 2.250892 4.192310 5.849289 0.090 0.221 0.021
H 0.761939 4.999763 6.321954 -0.527 -0.752 0.064
H 1.380430 5.326230 4.769623 0.156 -0.333 -0.391
H 2.331221 2.233072 4.714834 -0.158 -0.223 0.415
H 1.841160 2.996615 3.283658 -0.350 0.380 -0.149
H 1.271217 0.721762 3.075687 -0.151 -0.108 0.041
H -0.164157 1.745926 3.066881 -0.531 -0.407 0.326
H -0.549041 1.259965 5.195274 0.428 -0.554 1.833
H 0.072859 -1.304726 3.900344 -0.033 0.175 -0.324
H -1.444110 -0.415569 3.747337 -0.208 0.351 0.236
H -0.127405 -1.701550 6.227754 -0.043 0.123 0.276
H -1.457330 -2.420697 5.322650 0.160 -0.111 -0.169
H -1.419519 -0.872240 8.410679 0.371 0.146 -0.451
H -2.274375 -2.278536 7.873099 -0.081 -0.091 -0.623
H -3.101579 -0.751216 8.120494 -0.146 0.007 -0.450
C -3.463074 -3.914030 -0.484482 -0.413 -0.020 0.765
O -2.618581 -3.444444 -1.514446 -0.465 -0.520 -0.203
C -1.441881 -4.232287 -1.711166 -0.033 0.377 0.011
C -0.932791 -3.936620 -3.108455 1.066 -0.231 0.763
N -0.597515 -2.495587 -3.236541 -0.753 0.240 -1.618
C -0.323263 -2.172799 -4.671358 -0.079 0.955 -0.311
C 1.023299 -2.649253 -5.195209 0.017 -0.894 0.213
O 1.051886 -4.055028 -5.368384 -0.149 -0.246 0.371
C 2.336729 -4.511270 -5.740548 0.559 0.108 -0.581
H -4.094762 -4.771194 -0.734727 -0.057 0.242 -0.712
H -4.068328 -3.054384 -0.202153 -0.184 -0.230 0.168
H -2.932070 -4.292858 0.395040 0.466 0.494 -0.038
H -1.656249 -5.287687 -1.534159 -0.098 -0.039 -0.347
H -0.728286 -3.920397 -0.940913 0.256 -0.054 -0.181
H -1.620622 -4.215557 -3.904673 -0.208 0.026 0.180
H -0.018716 -4.515047 -3.256398 -0.146 -0.196 -0.140
H 0.330804 -2.294101 -2.867439 -0.135 -0.065 1.055
H -0.291619 -1.081326 -4.751246 0.170 0.072 0.154
H -1.160142 -2.415201 -5.328481 0.044 -0.579 0.142
H 1.792407 -2.437687 -4.442729 0.070 0.547 -0.071
H 1.271682 -2.158581 -6.141545 -0.035 0.192 0.031
H 2.537777 -4.219745 -6.774997 0.056 -0.105 -0.078
H 2.442723 -5.590113 -5.653065 -0.577 -0.042 -0.030
H 3.162254 -4.103720 -5.144307 -0.263 0.321 0.299
```
Positions in Å, forces in eV/Å.

## Properties
HOMO level (alpha / beta): -15.09 / -15.09 eV
2S+1: 3
Gap between HOMO and LUMO (alpha / beta): 7.036 / 3.499 eV
F_max: 0.08633 hartree/bohr
Total charge: +3
<S²>: 2.008
Relative energy (zero: lowest compared OMol25 entry of this formula, charge and spin): 29.0 kcal/mol
Electronic energy: -5315.60929 Ha

Here are the Mulliken charges for atoms 1 to 5, given in e:
1 Cu 0.206
2 Cu 0.415
3 O 0.237
4 C -0.389
5 O -0.363

# 4
Formula: C2H30ClN4O17
Source: the Open Molecules 2025 dataset
Level of theory: wB97M-V/def2-TZVPD

```
54
Properties=species:S:1:pos:R:3:forces:R:3
Cl 0.672289 0.849066 1.319822 -0.919 -0.303 1.100
O 0.618554 1.094124 2.757991 0.338 0.001 -0.390
O 1.666659 -0.157890 1.055312 0.177 0.297 -0.077
O -0.637708 0.374961 0.935831 0.251 0.128 -0.495
O 0.992487 2.077601 0.623561 0.298 -0.582 -0.472
O 0.330211 4.129889 2.162270 -0.064 0.754 0.225
H 0.495263 3.683473 1.323057 -0.062 -0.177 0.350
H -0.622032 4.281499 2.161608 0.089 -0.174 -0.094
O 2.348965 -2.434457 3.001003 0.465 0.129 -0.020
H 2.460855 -1.508874 2.730186 -0.207 -0.288 -0.071
H 3.130978 -2.887083 2.663164 -0.142 0.121 0.023
O -0.257142 -1.746351 -2.677968 0.041 -0.291 -0.038
H -0.568615 -0.998640 -2.150861 0.122 -0.135 -0.163
H -0.948413 -2.411562 -2.584751 -0.100 0.287 0.111
O -2.350449 2.398674 3.141924 0.180 -0.092 0.245
H -1.504449 1.942111 3.293706 -0.175 0.248 -0.229
H -2.307463 3.186567 3.695806 0.096 -0.156 -0.026
O 2.506703 -1.694718 -2.023169 1.131 -0.115 0.349
H 3.371272 -1.605593 -1.552940 -0.924 -0.016 -0.234
H 1.915129 -2.120475 -1.393178 -0.085 0.204 -0.154
O -0.477942 -2.096684 3.334415 -0.419 0.159 -0.100
H -1.434293 -2.028402 3.455918 0.211 0.075 -0.056
H -0.256313 -1.329814 2.782405 -0.025 -0.245 0.174
O -1.429498 3.614521 -0.184759 0.176 -0.143 -0.486
H -0.796177 4.277427 -0.491265 -0.103 -0.177 0.091
H -0.982066 2.761379 -0.334346 -0.073 0.456 0.368
O 1.125160 0.737583 -3.407937 0.035 0.542 -0.014
H 0.959929 1.295388 -4.178010 0.042 -0.104 0.144
H 1.490481 1.334044 -2.737374 0.002 -0.304 -0.135
O 4.318490 1.353709 0.879113 -0.159 0.159 0.525
H 4.986041 1.774900 1.435580 -0.090 -0.108 -0.147
H 3.496952 1.406619 1.397187 0.129 -0.028 -0.366
O 0.804558 2.558385 5.382035 -0.052 -0.274 -0.172
H 0.977708 2.153304 4.512542 -0.142 0.267 0.220
H 0.169511 1.963875 5.798525 0.146 0.034 -0.096
O 4.748149 -1.169436 -0.259338 -0.236 0.798 0.944
H 4.812213 -1.861766 0.408337 -0.020 0.034 -0.145
H 4.444673 -0.362041 0.257298 0.471 -0.873 -0.856
C -2.498617 0.405944 -3.165452 1.571 0.173 0.550
O -3.111159 -0.611868 -2.842613 0.744 1.875 -0.943
N -2.059335 0.758841 -4.468611 -1.155 -1.060 0.960
N -1.924733 1.296911 -2.223322 -1.448 -1.948 -1.085
H -1.725294 1.669435 -4.677882 0.159 0.491 0.152
H -2.368091 0.226530 -5.259971 -0.224 -0.206 0.179
H -2.054867 1.087551 -1.250222 -0.144 0.195 0.065
H -1.541215 2.154544 -2.531847 0.294 0.553 0.120
C -3.098407 -3.569737 -1.407355 1.038 0.851 -0.841
O -4.136568 -3.135962 -1.887992 0.717 -1.054 0.777
N -2.257741 -2.753925 -0.612083 -1.633 -1.328 -0.998
N -2.528395 -4.798000 -1.812435 -1.109 1.059 0.350
H -1.549503 -3.184499 -0.050965 0.132 0.197 0.351
H -2.751281 -1.928090 -0.306082 0.364 -0.043 0.224
H -1.688790 -5.192496 -1.454963 0.403 0.114 0.228
H -2.976676 -5.260492 -2.580904 -0.113 0.020 0.080
```
Positions in Å, forces in eV/Å.

## Properties
HOMO level: -7.32 eV
2S+1: 1
Gap between HOMO and LUMO: 9.745 eV
F_max: 0.05170 hartree/bohr
Total charge: -1
Relative energy (zero: lowest compared OMol25 entry of this formula, charge and spin): 0.0 kcal/mol
Electronic energy: -2052.39215 Ha

Here are the Mulliken charges for atoms 1 to 5, given in e:
1 Cl 1.351
2 O -0.572
3 O -0.382
4 O -0.568
5 O -0.776

# 5
Formula: C6H10N
Source: the Open Molecules 2025 dataset
Level of theory: wB97M-V/def2-TZVPD

```
17
Properties=species:S:1:pos:R:3:forces:R:3
C 1.145194 1.278017 0.862681 2.371 0.768 2.114
C -0.165706 0.586035 -1.110337 0.851 0.037 -1.562
C -0.960166 -0.280060 -0.180708 -1.097 -0.381 -0.115
C -0.009513 0.794771 0.201183 -0.231 -0.042 2.149
C 1.580455 0.456895 -0.374459 -1.175 -0.866 -0.496
C -2.486797 -0.081468 -0.046946 2.349 -1.021 1.288
N 1.805511 -1.114982 -0.025459 1.796 0.889 0.512
H 1.502696 2.319086 0.903874 -0.652 -0.180 -1.025
H 1.509885 0.963469 1.886453 -1.052 -0.617 -1.093
H -0.349716 1.065075 -2.064707 0.495 0.005 0.122
H -0.810128 -1.341687 -0.113619 0.954 -0.425 0.060
H -2.789559 -0.725389 0.787166 -0.251 0.379 -0.164
H -2.923121 -0.424297 -0.933858 -0.923 -0.331 -1.279
H -2.661445 0.927898 0.152280 -0.831 1.558 0.258
H 1.470829 -1.514680 -0.882982 -0.386 -0.917 -0.189
H 1.335325 -1.419591 0.816113 -0.721 -0.342 0.061
H 2.806254 -1.489091 0.123320 -1.497 1.485 -0.642
```
Positions in Å, forces in eV/Å.

## Properties
HOMO level: -13.68 eV
2S+1: 1
Gap between HOMO and LUMO: 10.255 eV
F_max: 0.06356 hartree/bohr
Total charge: +1
Relative energy (zero: lowest compared OMol25 entry of this formula, charge and spin): 116.0 kcal/mol
Electronic energy: -288.89817 Ha
SMILES: C[C@H]1[C@H]2[C@]13C[C@@]23[NH3+]

Here are the Mulliken charges for atoms 1 to 5, given in e:
1 C -0.755
2 C -0.026
3 C -0.073
4 C 0.602
5 C -0.191

> Which value of relative energy (zero: lowest compared OMol25 entry of this formula, charge and spin) does entry 1 give?

76.8 kcal/mol